Entry one
Molecular formula: C4H10N2O
Method: DFT, the ωB97M-V functional and the def2-TZVPD basis

The geometry in XYZ format:
```
17
Properties=species:S:1:pos:R:3:mulliken_charge:R:1
C 0.69354 -0.98112 0.72007 -0.398
N -0.48706 -0.35701 0.49054 1.311
C -1.63593 -0.80481 1.28670 -1.861
C -0.71718 0.28984 -0.80719 -1.322
C 0.15127 1.51745 -1.00136 -2.014
N 1.25139 1.30030 -1.94640 -0.782
O 0.98899 -1.54033 1.76649 -0.408
H 1.40599 -0.86437 -0.11056 0.185
H -1.86084 -0.08463 2.06856 0.563
H -1.40485 -1.78487 1.69388 0.296
H -2.43467 -0.99959 0.56876 0.528
H -0.59516 -0.43594 -1.61418 -0.249
H -1.75409 0.56285 -0.85017 1.259
H -0.44858 2.37228 -1.35235 0.151
H 0.51330 1.89554 -0.05307 0.566
H 0.90707 1.41656 -2.89563 0.681
H 1.93905 2.03809 -1.81104 0.491
```

Computed properties:
⟨S²⟩	0.750
2S+1	2
charge	-1
orbital gap (spin up / spin down)	2.6758 / 9.5816	eV



Entry two
Molecular formula: C4H10N2O
Method: DFT, the ωB97M-V functional and the def2-TZVPD basis

The geometry in XYZ format:
```
17
Properties=species:S:1:pos:R:3:mulliken_charge:R:1
C -0.93883 -1.97945 -0.47862 -0.543
N -1.67138 1.05035 -0.50700 -0.593
C -2.54779 -0.10098 -0.41863 0.067
N -2.20143 -1.27242 -0.70313 -0.482
H -0.50422 -2.04166 -1.48249 0.248
H -1.11433 -2.94299 -0.02041 0.233
H -0.22802 -1.37292 0.09704 0.188
H -0.72922 0.66442 -0.49123 0.238
H -1.86656 1.43150 -1.42663 0.239
H -3.58480 0.11750 -0.16615 0.368
O 2.51694 -0.12568 -0.22850 -0.761
C 2.72734 0.53842 0.84261 -0.420
C 1.79780 1.60920 1.36299 -0.625
H 3.66816 0.36607 1.42417 0.335
H 0.77093 1.25121 1.49546 0.099
H 1.81647 2.43710 0.62401 0.132
H 2.15401 2.01042 2.31792 0.275
```

Computed properties:
⟨S²⟩	0.754
2S+1	2
charge	-1
orbital gap (spin up / spin down)	3.0730 / 6.6424	eV



Energies, relative to the best one, in eV: entry one 0.000; entry two 1.175.



Entry one
Molecular formula: C4H11N2S
Method: DFT, the ωB97M-V functional and the def2-TZVPD basis

The geometry in XYZ format:
```
18
Properties=species:S:1:pos:R:3:mulliken_charge:R:1
C -0.38533 -0.21138 0.37117 0.154
C 1.51219 1.53953 -0.39228 -1.454
C -3.06770 -0.09620 -0.29382 -0.870
C 1.27522 0.44207 0.55304 0.373
N -0.37757 -1.51301 0.08863 -0.229
N 2.07278 -0.77416 0.32739 -0.660
S -1.74682 0.77492 0.54929 0.075
H 2.56331 1.80107 -0.52868 0.372
H 1.05196 2.53452 -0.27766 0.378
H 1.07369 1.29020 -1.31827 0.475
H -2.86588 -0.28577 -1.31119 0.336
H -4.02352 0.47770 -0.25970 0.358
H -3.12909 -1.02993 0.36290 0.267
H 1.09040 0.70507 1.54885 0.400
H -1.08152 -2.16939 0.06084 0.137
H 0.64225 -1.77888 -0.06929 0.386
H 2.61321 -1.09670 1.09558 0.218
H 2.78239 -0.60966 -0.50679 0.283
```

Computed properties:
charge	+1
orbital gap	10.0830	eV



Entry two
Molecular formula: C4H11N2S
Method: DFT, the ωB97M-V functional and the def2-TZVPD basis

The geometry in XYZ format:
```
18
Properties=species:S:1:pos:R:3:mulliken_charge:R:1
C -1.63297 -1.53349 0.09282 -0.282
C -1.07078 0.43622 0.03572 -0.157
C 2.44198 0.66726 0.46106 -0.966
C 1.61764 0.32183 -0.72775 -0.718
N -1.33122 -0.48342 1.10121 -0.165
N -1.55207 -0.54926 -1.03741 -0.137
S -1.33894 2.18568 0.02400 -0.177
H -0.94574 -2.39709 -0.17456 0.325
H -2.67211 -1.94080 0.33201 0.294
H 2.88790 1.65935 0.45899 0.317
H 3.19554 -0.05947 0.59827 0.381
H 1.87280 0.51712 1.38283 0.221
H 1.51276 -0.73950 -0.76806 0.412
H 1.42303 1.17099 -1.30685 0.467
H -0.76616 -0.84650 1.83630 0.263
H -0.87346 -0.66001 -1.79389 0.360
H -2.44992 -0.27832 -1.51248 0.366
H -0.31827 2.52944 0.99777 0.196
```

Computed properties:
charge	+1
orbital gap (spin up / spin down)	7.4052 / 8.3871	eV



Entry three
Molecular formula: C4H11N2S
Method: DFT, the ωB97M-V functional and the def2-TZVPD basis

The geometry in XYZ format:
```
18
Properties=species:S:1:pos:R:3:mulliken_charge:R:1
C -1.12354 0.01867 -0.43537 -0.655
C 0.00721 -0.13340 0.60094 0.177
C 0.22377 1.45133 -2.08772 -0.175
C -0.32050 0.05455 2.06428 -1.559
N 0.75712 -1.52788 0.31502 -0.339
N -0.83197 1.12706 -1.41908 -0.065
S 1.74011 0.53992 -1.82912 -0.234
H -1.26675 -0.79815 -1.09211 0.314
H -2.12767 0.33870 0.06867 0.364
H 0.74384 0.59288 0.19042 0.257
H 0.25171 -2.20651 1.05703 0.424
H -1.24025 -0.53269 2.45867 0.387
H -0.48577 1.17246 2.19134 0.390
H 0.58674 -0.01050 2.65734 0.446
H 0.32716 -1.81153 -0.65130 0.381
H -1.51591 1.82068 -1.53981 0.251
H 1.69956 -1.18401 0.29207 0.390
H 2.57512 1.08842 -2.84130 0.246
```

Computed properties:
charge	+1
orbital gap	8.1981	eV



Energies, relative to the best one, in eV: entry one 0.000; entry two 4.619; entry three 2.458.



Entry one
Molecular formula: C5H12NO
Method: DFT, the ωB97M-V functional and the def2-TZVPD basis

The geometry in XYZ format:
```
19
Properties=species:S:1:pos:R:3:mulliken_charge:R:1
C 0.14327 -0.38439 1.44536 -0.484
C -2.44012 0.11311 0.48314 0.026
C -2.37894 -0.16857 -1.01330 -0.910
C 3.00706 0.32809 -0.44843 -1.360
C 1.55634 0.10341 -0.52314 -0.290
N 0.94857 0.35367 0.75587 0.010
O -3.44206 -0.15449 1.18047 -0.261
H -0.16911 -0.16604 2.43508 0.341
H -0.01056 -1.35661 1.12349 0.424
H -1.77274 -1.04086 -1.00012 0.297
H -1.54966 0.45488 -1.45019 0.236
H -3.22726 0.00420 -1.65167 0.436
H 3.20088 1.39881 -0.31496 0.383
H 3.34149 -0.23480 0.32819 0.428
H 3.55486 -0.11649 -1.28873 0.355
H 1.23737 -0.78990 -0.90465 0.480
H 1.04980 0.90046 -1.10753 0.261
H 1.24639 1.16176 1.26927 0.284
H -4.29556 -0.40623 0.68185 0.344
```

Computed properties:
charge	+1
orbital gap	8.1418	eV



Entry two
Molecular formula: C5H12NO
Method: DFT, the ωB97M-V functional and the def2-TZVPD basis

The geometry in XYZ format:
```
19
Properties=species:S:1:pos:R:3:mulliken_charge:R:1
C 1.26980 0.51522 1.52290 -0.221
N 0.36512 0.43148 0.69283 0.401
O -0.64230 1.30229 0.90976 -0.272
C -2.01443 0.82710 1.00973 -0.660
C 0.19857 -0.47116 -0.39209 0.666
C 1.30811 -1.50106 -0.59424 -1.634
C -0.05718 0.35969 -1.68909 -1.413
H 1.18582 1.01755 2.47989 0.304
H 2.31748 0.13107 1.28858 0.265
H -2.53275 0.99572 -0.01343 0.282
H -2.45224 1.34897 1.76722 0.304
H -1.99556 -0.21161 1.11032 0.401
H -0.76739 -1.02165 -0.04781 0.035
H 2.25294 -0.97405 -0.98268 0.421
H 1.25745 -2.09597 0.31257 0.477
H 0.91885 -2.23117 -1.28864 0.405
H 0.77760 0.41417 -2.28649 0.446
H -0.62135 1.26081 -1.50277 0.376
H -0.76854 -0.09739 -2.29654 0.420
```

Computed properties:
charge	+1
orbital gap	11.2061	eV
structure (SMILES)	C=[N+](OC)C(C)C



Energies, relative to the best one, in eV: entry one 0.241; entry two 0.000.



Entry one
Molecular formula: C7H8N2O
Method: DFT, the ωB97M-V functional and the def2-TZVPD basis

The geometry in XYZ format:
```
18
Properties=species:S:1:pos:R:3:mulliken_charge:R:1
C 1.62724 -0.37654 -0.21843 0.704
C -0.21054 -1.04735 -2.56092 -0.790
C -1.69883 0.87505 -0.15583 -0.780
C -0.21781 -1.52728 -1.33568 -0.242
C -0.76048 0.62858 0.70190 0.471
C -0.11208 0.86178 2.01340 0.274
C 0.47683 -1.05850 -0.13596 -0.578
N 2.44108 0.43242 -0.23480 -0.687
N 1.10268 1.43383 1.98394 -0.378
O -0.64632 0.46776 3.00091 -0.537
H -0.91297 -1.41571 -3.27232 0.357
H 0.25306 -0.09174 -2.55958 0.348
H -1.85954 0.39686 -1.07780 0.331
H -2.47067 1.55228 0.09399 0.309
H -0.65798 -2.48783 -1.18697 0.298
H 0.17082 -1.64322 0.83268 0.402
H 1.84608 1.44947 1.27928 0.273
H 1.62940 1.55012 2.83221 0.226
```

Computed properties:
charge	0
orbital gap (spin up / spin down)	8.1808 / 8.1819	eV



Entry two
Molecular formula: C7H8N2O
Method: DFT, the ωB97M-V functional and the def2-TZVPD basis

The geometry in XYZ format:
```
18
Properties=species:S:1:pos:R:3:mulliken_charge:R:1
O 1.41673 -2.14023 0.21331 -0.582
C 0.48105 -1.29491 0.85941 -0.495
C 0.88046 0.44131 1.04638 -0.149
C -0.31179 1.08729 1.40257 -0.199
C -1.46982 0.14296 1.15641 -0.656
C -0.73531 -0.86643 0.09015 -0.208
C 0.00230 -0.00649 -0.91469 -0.120
N 0.22795 0.67120 -2.19338 -0.388
N 1.28073 1.45124 -1.52605 -0.430
C 1.02568 0.64544 -0.36886 0.211
H 1.18146 -2.04848 -0.68790 0.416
H 0.38869 -1.51460 1.86495 0.593
H -0.48943 2.21645 1.30796 0.314
H -1.77903 -0.64357 1.95405 0.305
H -2.20655 0.66121 0.69277 0.458
H -1.50834 -1.50588 -0.43427 0.311
H -0.53508 1.35987 -2.47376 0.334
H 2.15032 1.34365 -1.98904 0.285
```

Computed properties:
charge	0
orbital gap (spin up / spin down)	7.6756 / 7.6117	eV
structure (SMILES)	O[C@H]1C2=CC[C@H]1c1[nH][nH]c12



Energies, relative to the best one, in eV: entry one 0.000; entry two 4.300.